Entry 1:
The following is a DFT calculation (ωB97M-V/def2-TZVPD) of a structure of composition C18H26LuN2O6Si.

The HOMO energy comes out at -16.164 eV. The HOMO-LUMO gap is 1.940 eV. For the molar mass, the calculation gives 569.47 g/mol. The largest force on an atom is 6.06 eV Å⁻¹. Its total charge is +3.

Each line ends with the Mulliken charge.
Positions of all 54 atoms, in Å:
1 C 4.95934 -2.02529 -0.60749  -0.984
2 Si 4.84891 -0.37718 0.42001  0.598
3 C 5.44402 -0.86519 2.19970  -1.021
4 C 6.18430 0.78173 -0.31601  -0.972
5 O 3.22678 0.27532 0.38966  -0.187
6 C 3.13088 1.55159 1.06686  -0.541
7 C 2.06909 2.56114 0.35290  -0.716
8 C 0.72879 1.67073 0.13620  0.292
9 C 0.07927 0.99098 1.42478  -0.463
10 C -1.18351 0.10119 1.22630  -0.088
11 C -1.72986 -0.07290 -0.22574  0.515
12 C -1.16506 0.58245 -1.51405  -0.672
13 C 0.15595 1.52350 -1.30543  0.210
14 C 0.76451 2.23579 -2.63451  -0.236
15 C -0.33088 2.42876 -3.78502  0.309
16 O -0.88876 3.53291 -3.92894  -0.361
17 O -0.71509 1.35238 -4.69991  -0.471
18 C -2.95124 -1.07245 0.03537  -0.150
19 O -3.38545 -1.70099 -0.96515  -0.535
20 N -3.31297 -1.10727 1.45277  0.231
21 C -4.57796 -0.41445 1.87778  -0.687
22 C -5.92951 -1.01014 1.22107  0.073
23 O -6.20433 -0.24602 0.02643  -0.544
24 C -5.92404 -2.61389 1.02245  -0.615
25 N -6.30035 -3.08340 -0.33521  -0.431
26 C -2.09868 -0.72451 2.24477  0.052
27 O -1.83448 -1.02132 3.43231  -0.419
28 H 4.09528 -2.73940 -0.36242  0.261
29 H 5.96767 -2.55447 -0.39284  0.304
30 H 4.94906 -1.73974 -1.73141  0.229
31 H 4.57542 -0.92391 2.95817  0.281
32 H 5.92218 -1.91462 2.16392  0.307
33 H 6.22943 -0.12321 2.60902  0.321
34 H 6.01187 1.89625 -0.09879  0.295
35 H 6.16743 0.65316 -1.45903  0.269
36 H 7.24416 0.52441 0.07276  0.337
37 H 4.15597 2.08009 1.19333  0.441
38 H 2.75358 1.36246 2.13999  0.258
39 H 2.52959 2.80783 -0.67136  0.256
40 H 1.87573 3.49806 0.97814  0.358
41 H 0.51922 1.11162 2.47829  0.443
42 H -1.67132 0.38818 -2.53616  0.606
43 H 1.68443 1.67705 -3.05772  0.308
44 H 1.09579 3.30240 -2.32296  0.570
45 H -1.66708 1.19120 -4.47884  0.378
46 H -4.50195 0.68712 1.51970  0.333
47 H -4.72379 -0.35633 3.01548  0.448
48 H -6.78200 -0.76507 1.96435  0.441
49 H -5.68090 -0.55772 -0.74452  0.344
50 H -6.71717 -3.05188 1.74775  0.375
51 H -4.93509 -3.12747 1.30098  0.285
52 H -7.05770 -2.53153 -0.76181  0.295
53 H -5.49374 -3.20901 -0.96073  0.261
54 Lu 0.39425 -0.83895 -2.77521  1.808

=====

Entry 2:
The following is a DFT calculation (ωB97M-V/def2-TZVPD) of an isolated molecule of C18H26N2O3.

The HOMO energy comes out at -8.845 eV. The HOMO-LUMO gap is 9.516 eV. For the molar mass, the calculation gives 318.42 g/mol. The largest force on an atom is 0.56 eV Å⁻¹. For the energy above the lowest of the compared OMol25 structures with the same formula, charge and spin, the calculation gives 16.0 kcal/mol. Its SMILES is CC[C@@H]1CCCCN1C(=O)N[C@@H](Cc1ccccc1)C(=O)OC.

Each line ends with the Mulliken charge.
Positions of all 49 atoms, in Å:
1 C -1.65302 -2.87679 -0.66207  -1.302
2 C -2.93243 -2.28028 -0.08665  -0.600
3 C -2.67826 -0.93710 0.61840  -0.075
4 C -3.93962 -0.38702 1.30673  -1.254
5 C -4.96235 0.15660 0.31534  -0.627
6 C -4.29690 1.21872 -0.55193  -0.734
7 C -3.08636 0.61338 -1.25338  -0.836
8 N -2.14641 0.05408 -0.29856  0.170
9 C -0.87693 0.54264 -0.30385  0.475
10 O -0.54603 1.48132 -1.01433  -0.739
11 N 0.03243 -0.03110 0.54789  -0.032
12 C 1.42503 0.34348 0.40766  0.148
13 C 2.16252 -0.48985 -0.65930  -1.013
14 C 3.63015 -0.58246 -0.35348  0.146
15 C 4.10024 -1.55958 0.51584  -0.181
16 C 5.44572 -1.63936 0.82787  -0.658
17 C 6.33894 -0.73825 0.27456  -0.385
18 C 5.87848 0.24056 -0.58983  -0.703
19 C 4.53281 0.31845 -0.90249  -0.334
20 C 1.50290 1.84085 0.07924  0.433
21 O 2.15712 2.31866 -0.80556  -0.602
22 O 0.88719 2.55068 1.03285  -0.295
23 C 0.82664 3.95012 0.79847  -0.774
24 H -1.87455 -3.78966 -1.20975  0.523
25 H -1.17806 -2.17603 -1.34567  0.259
26 H -0.94967 -3.12436 0.13178  0.233
27 H -3.36554 -2.97271 0.63765  0.423
28 H -3.65631 -2.14550 -0.88976  0.330
29 H -1.94484 -1.10722 1.41250  0.611
30 H -4.38122 -1.17648 1.91728  0.367
31 H -3.63558 0.42408 1.97234  0.390
32 H -5.34473 -0.64918 -0.31396  0.313
33 H -5.80734 0.58319 0.85890  0.368
34 H -4.99370 1.60182 -1.29832  0.379
35 H -3.97129 2.05184 0.07358  0.300
36 H -2.54692 1.37296 -1.82100  0.492
37 H -3.41349 -0.17253 -1.94405  0.312
38 H -0.12501 -0.96850 0.87957  0.369
39 H 1.90040 0.20490 1.38742  0.430
40 H 1.72670 -1.49260 -0.67767  0.426
41 H 2.00318 -0.01697 -1.62889  0.497
42 H 3.40770 -2.26921 0.94883  0.367
43 H 5.79765 -2.40663 1.50265  0.371
44 H 7.38994 -0.79983 0.51664  0.378
45 H 6.57168 0.94676 -1.02299  0.376
46 H 4.16894 1.08895 -1.56394  0.404
47 H 1.83205 4.35739 0.67162  0.298
48 H 0.24722 4.14237 -0.10643  0.301
49 H 0.34092 4.38540 1.66824  0.254

=====

Entry 3:
The following is a DFT calculation (ωB97M-V/def2-TZVPD) of an isolated molecule of C18H26N2O3.

The HOMO energy comes out at -8.522 eV. The HOMO-LUMO gap is 9.139 eV. For the molar mass, the calculation gives 318.42 g/mol. The largest force on an atom is 0.55 eV Å⁻¹. For the energy above the lowest of the compared OMol25 structures with the same formula, charge and spin, the calculation gives 16.1 kcal/mol. Its SMILES is CC[C@@H](C)NC(=O)[C@]1(C)CCC(=O)N1Cc1ccccc1OC.

Each line ends with the Mulliken charge.
Positions of all 49 atoms, in Å:
1 C 1.26833 0.67379 -3.39518  -0.821
2 C 2.68140 0.91197 -2.87791  -0.704
3 C 3.03834 -0.01827 -1.71579  0.080
4 C 4.49247 0.16416 -1.28112  -1.633
5 N 2.15248 0.22692 -0.59399  0.093
6 C 1.49140 -0.75437 0.04908  -0.421
7 O 1.56781 -1.92111 -0.27419  -0.684
8 C 0.68022 -0.29172 1.27072  1.422
9 C 0.07968 1.11488 1.11063  -2.183
10 C 1.58864 -0.37210 2.52051  -0.852
11 C 0.63039 -0.76232 3.63862  -0.754
12 C -0.46412 -1.53461 2.91126  0.762
13 O -1.28186 -2.26877 3.41627  -0.697
14 N -0.36163 -1.25094 1.59500  0.427
15 C -1.23703 -1.86006 0.61674  -1.632
16 C -1.96221 -0.85676 -0.23447  0.840
17 C -1.70013 -0.74836 -1.58805  -0.304
18 C -2.37206 0.17382 -2.37606  -0.860
19 C -3.32136 0.99492 -1.79947  -0.704
20 C -3.60210 0.90425 -0.44508  -0.614
21 C -2.92620 -0.01563 0.34695  0.736
22 O -3.10966 -0.16836 1.68528  -0.241
23 C -4.13374 0.55023 2.32273  -1.079
24 H 0.53526 0.83849 -2.60891  -0.015
25 H 1.16330 -0.34903 -3.74847  0.295
26 H 1.04714 1.34774 -4.21929  0.445
27 H 3.39773 0.74797 -3.68427  0.370
28 H 2.78366 1.94964 -2.54847  0.325
29 H 2.87116 -1.06034 -2.00602  0.406
30 H 5.16304 -0.07412 -2.10176  0.420
31 H 4.71802 -0.49531 -0.44690  0.386
32 H 4.67268 1.19273 -0.97330  0.331
33 H 2.09522 1.17668 -0.26700  0.358
34 H 0.82844 1.89024 1.26310  0.677
35 H -0.69649 1.24970 1.86040  0.390
36 H -0.37221 1.24049 0.12941  0.301
37 H 2.32727 -1.16278 2.37532  0.442
38 H 2.11281 0.56405 2.70701  0.358
39 H 0.18205 0.10994 4.11787  0.264
40 H 1.08711 -1.37856 4.41012  0.399
41 H -1.95440 -2.44081 1.20555  0.412
42 H -0.65436 -2.53299 -0.01928  0.503
43 H -0.95880 -1.39941 -2.02752  0.440
44 H -2.15599 0.24554 -3.43109  0.439
45 H -3.85467 1.71570 -2.40164  0.404
46 H -4.34984 1.55437 -0.01831  0.443
47 H -4.12608 0.20906 3.35681  0.270
48 H -3.94923 1.63038 2.29519  0.392
49 H -5.11189 0.33906 1.87899  0.368

=====

Entry 4:
The following is a DFT calculation (ωB97M-V/def2-TZVPD) of an isolated molecule of C18H26N2O3S.

The HOMO energy comes out at -9.116 eV. The HOMO-LUMO gap is 9.644 eV. For the molar mass, the calculation gives 350.48 g/mol. The largest force on an atom is 1.00 eV Å⁻¹. For the energy above the lowest of the compared OMol25 structures with the same formula, charge and spin, the calculation gives 24.0 kcal/mol. Its SMILES is Cc1ccc(S(=O)(=O)N2CC=C(C(=O)NCCC(C)C)CC2)cc1.

Each line ends with the Mulliken charge.
Positions of all 50 atoms, in Å:
1 C -1.03782 2.93239 -5.87645  -1.437
2 C -0.35456 2.26622 -4.72322  0.990
3 C 1.00020 2.49402 -4.48872  -0.767
4 C 1.64838 1.87428 -3.43732  -0.522
5 C 0.93844 1.02032 -2.61397  -0.287
6 S 1.80402 0.24877 -1.25542  1.498
7 O 0.89573 -0.64983 -0.58154  -0.731
8 O 3.03614 -0.30694 -1.72747  -0.797
9 N 2.19369 1.61827 -0.35107  0.021
10 C 3.31506 1.39784 0.54934  -1.016
11 C 2.89078 0.50661 1.67721  -0.210
12 C 1.62020 0.43721 2.04747  0.250
13 C 1.13463 -0.64740 2.97317  0.071
14 O 1.13511 -0.58126 4.18585  -0.677
15 N 0.68739 -1.69523 2.25735  0.129
16 C 0.17245 -2.90964 2.84544  -0.874
17 C -1.18243 -3.31531 2.26108  -0.782
18 C -2.38950 -2.60932 2.88922  0.801
19 C -2.35003 -1.09980 2.66836  -1.212
20 C -3.67887 -3.19154 2.31052  -1.656
21 C 0.54126 1.31933 1.48621  0.003
22 C 1.05536 2.19358 0.33185  -1.130
23 C -0.40363 0.77797 -2.82726  -0.127
24 C -1.04724 1.40252 -3.88270  -0.787
25 H -0.70930 2.48170 -6.81259  0.310
26 H -0.78626 3.99031 -5.91236  0.362
27 H -2.11702 2.82776 -5.80635  0.352
28 H 1.54540 3.16168 -5.13941  0.388
29 H 2.69658 2.03187 -3.24196  0.445
30 H 4.10036 0.91718 -0.03569  0.415
31 H 3.67546 2.37346 0.89439  0.369
32 H 3.63469 -0.14378 2.11039  0.448
33 H 0.73660 -1.63841 1.24655  0.213
34 H 0.10033 -2.73500 3.92177  0.474
35 H 0.89365 -3.71837 2.67298  0.328
36 H -1.16879 -3.12397 1.18500  0.286
37 H -1.30441 -4.39123 2.40404  0.367
38 H -2.37643 -2.80140 3.96781  0.213
39 H -1.51893 -0.65163 3.20398  0.227
40 H -3.26967 -0.64367 3.02979  0.504
41 H -2.24929 -0.87539 1.60789  0.161
42 H -4.54820 -2.73054 2.77373  0.417
43 H -3.72684 -3.01290 1.23819  0.353
44 H -3.72971 -4.26456 2.48174  0.411
45 H 0.14857 1.95167 2.28648  0.608
46 H -0.27407 0.68002 1.14098  0.009
47 H 0.27162 2.34321 -0.41453  0.413
48 H 1.37072 3.17306 0.70261  0.353
49 H -0.92292 0.10009 -2.16805  0.486
50 H -2.09693 1.21579 -4.05534  0.337

=====

Please write out number 3 again, unchanged.
The following is a DFT calculation (ωB97M-V/def2-TZVPD) of an isolated molecule of C18H26N2O3.

The HOMO energy comes out at -8.522 eV. The HOMO-LUMO gap is 9.139 eV. For the molar mass, the calculation gives 318.42 g/mol. The largest force on an atom is 0.55 eV Å⁻¹. For the energy above the lowest of the compared OMol25 structures with the same formula, charge and spin, the calculation gives 16.1 kcal/mol. Its SMILES is CC[C@@H](C)NC(=O)[C@]1(C)CCC(=O)N1Cc1ccccc1OC.

Each line ends with the Mulliken charge.
Positions of all 49 atoms, in Å:
1 C 1.26833 0.67379 -3.39518  -0.821
2 C 2.68140 0.91197 -2.87791  -0.704
3 C 3.03834 -0.01827 -1.71579  0.080
4 C 4.49247 0.16416 -1.28112  -1.633
5 N 2.15248 0.22692 -0.59399  0.093
6 C 1.49140 -0.75437 0.04908  -0.421
7 O 1.56781 -1.92111 -0.27419  -0.684
8 C 0.68022 -0.29172 1.27072  1.422
9 C 0.07968 1.11488 1.11063  -2.183
10 C 1.58864 -0.37210 2.52051  -0.852
11 C 0.63039 -0.76232 3.63862  -0.754
12 C -0.46412 -1.53461 2.91126  0.762
13 O -1.28186 -2.26877 3.41627  -0.697
14 N -0.36163 -1.25094 1.59500  0.427
15 C -1.23703 -1.86006 0.61674  -1.632
16 C -1.96221 -0.85676 -0.23447  0.840
17 C -1.70013 -0.74836 -1.58805  -0.304
18 C -2.37206 0.17382 -2.37606  -0.860
19 C -3.32136 0.99492 -1.79947  -0.704
20 C -3.60210 0.90425 -0.44508  -0.614
21 C -2.92620 -0.01563 0.34695  0.736
22 O -3.10966 -0.16836 1.68528  -0.241
23 C -4.13374 0.55023 2.32273  -1.079
24 H 0.53526 0.83849 -2.60891  -0.015
25 H 1.16330 -0.34903 -3.74847  0.295
26 H 1.04714 1.34774 -4.21929  0.445
27 H 3.39773 0.74797 -3.68427  0.370
28 H 2.78366 1.94964 -2.54847  0.325
29 H 2.87116 -1.06034 -2.00602  0.406
30 H 5.16304 -0.07412 -2.10176  0.420
31 H 4.71802 -0.49531 -0.44690  0.386
32 H 4.67268 1.19273 -0.97330  0.331
33 H 2.09522 1.17668 -0.26700  0.358
34 H 0.82844 1.89024 1.26310  0.677
35 H -0.69649 1.24970 1.86040  0.390
36 H -0.37221 1.24049 0.12941  0.301
37 H 2.32727 -1.16278 2.37532  0.442
38 H 2.11281 0.56405 2.70701  0.358
39 H 0.18205 0.10994 4.11787  0.264
40 H 1.08711 -1.37856 4.41012  0.399
41 H -1.95440 -2.44081 1.20555  0.412
42 H -0.65436 -2.53299 -0.01928  0.503
43 H -0.95880 -1.39941 -2.02752  0.440
44 H -2.15599 0.24554 -3.43109  0.439
45 H -3.85467 1.71570 -2.40164  0.404
46 H -4.34984 1.55437 -0.01831  0.443
47 H -4.12608 0.20906 3.35681  0.270
48 H -3.94923 1.63038 2.29519  0.392
49 H -5.11189 0.33906 1.87899  0.368

=====

- Look up the molar mass of the fourth one.
  350.48 g/mol

=====

- The highest HOMO-LUMO gap belongs to which entry?
  C18H26N2O3S

=====

- The highest largest force on an atom belongs to which entry?
  C18H26LuN2O6Si